Record 1
The following is a quantum chemistry calculation of a cluster of 14 separate species, C6H37NO14 in total in a non-equilibrium geometry, from the Open Molecules 2025 dataset.

Last column: Löwdin charge in e.
Cartesian coordinates (Å):
O: -2.67 1.61 -3.87  0.016
C: -2.57 1.20 -2.72  -0.191
C: -1.59 2.06 -1.92  -0.403
C: -2.56 2.57 -0.78  -0.174
C: -2.90 1.67 0.32  -0.407
C: -2.78 0.34 0.30  0.049
C: -3.92 2.28 1.22  -0.051
N: -0.83 2.93 -2.71  0.069
H: -3.33 0.48 -2.31  0.139
H: -0.79 1.29 -1.45  0.151
H: -3.57 2.85 -1.14  0.137
H: -2.24 3.65 -0.71  0.149
H: -2.85 -0.22 1.25  0.086
H: -2.20 -0.33 -0.29  0.038
H: -4.04 1.95 2.27  0.096
H: -4.81 2.10 0.81  0.028
H: -3.59 3.45 1.18  0.139
H: -1.35 3.68 -2.97  0.039
H: -0.62 2.57 -3.63  0.085
H: 0.58 -0.92 5.04  0.001
H: 1.83 -0.41 4.20  0.015
O: 1.51 -0.77 5.04  -0.068
H: -2.66 -3.81 -1.36  0.108
H: -1.69 -2.87 -0.79  -0.049
O: -2.39 -2.83 -1.37  -0.058
H: -1.62 -3.39 2.21  -0.040
H: -1.39 -3.21 3.69  0.059
O: -1.60 -2.75 2.86  -0.032
H: 4.53 2.24 0.15  0.147
H: 5.04 0.88 0.31  -0.129
O: 5.04 1.57 0.79  0.003
H: -0.37 -3.83 0.48  0.035
H: 0.23 -4.55 1.80  0.097
O: 0.22 -3.75 1.23  -0.045
H: -0.02 -0.92 1.86  0.030
H: 0.13 0.58 2.39  0.051
O: 0.48 -0.35 2.48  -0.093
H: 3.50 2.08 1.61  0.030
H: 2.91 3.15 2.57  0.047
O: 2.62 2.51 1.91  -0.084
H: -0.68 2.33 0.45  0.053
H: 0.82 2.56 0.76  -0.046
O: 0.19 1.93 0.77  -0.035
H: -0.30 -1.70 -2.53  0.008
H: -1.22 -2.72 -3.30  0.057
O: -0.35 -2.64 -2.83  -0.102
H: 1.88 -2.51 0.87  -0.052
H: 2.57 -1.75 2.03  0.042
O: 2.64 -2.36 1.30  0.010
H: 1.45 -0.01 -3.69  0.030
H: 0.95 0.02 -2.37  0.035
O: 0.59 0.06 -3.27  -0.058
H: 4.84 -1.96 -0.24  0.007
H: 4.03 -1.17 0.59  0.026
O: 4.56 -1.10 -0.21  -0.016
H: 3.43 -1.56 -1.99  0.075
H: 3.87 -0.93 -3.33  0.043
O: 3.07 -1.30 -2.94  -0.096

## Properties
HOMO-LUMO gap   8.8 eV
Electronic energy   -1358.7010 hartree
LUMO energy   -0.29 eV
HOMO energy   -9.08 eV

=====

Record 2
The following is a quantum chemistry calculation of a cluster of 2 separate species, C23H33Cl2N3O5PS in total in a non-equilibrium geometry, from the Open Molecules 2025 dataset.

Last column: Löwdin charge in e.
Cartesian coordinates (Å):
C: 0.56 4.97 3.15  -0.148
C: 0.12 5.42 1.63  -0.280
C: 0.48 4.16 0.64  -0.207
C: 1.05 4.81 -0.77  -0.241
C: 2.49 4.10 -1.20  -0.213
C: 2.06 2.69 -1.97  -0.214
C: 2.95 1.39 -1.51  -0.199
C: 2.17 -0.05 -1.59  -0.114
C: 1.28 -0.61 -2.85  -0.213
C: 1.05 0.33 -4.20  -0.586
Cl: 2.33 0.67 -5.49  0.406
C: -0.34 0.94 -4.31  -0.597
C: -0.83 1.93 -5.52  -0.186
Cl: -1.62 0.56 -2.97  0.455
C: 0.57 -2.12 -2.86  -0.051
C: 0.71 -3.17 -1.57  -0.148
C: 0.04 -4.66 -1.62  -0.238
C: -1.55 -4.73 -1.22  -0.228
C: -1.76 -4.95 0.41  -0.186
C: -1.98 -3.54 1.23  -0.183
N: -3.45 -3.08 1.26  -0.177
C: -3.69 -2.01 0.19  -0.113
C: -3.69 -2.32 2.57  -0.305
C: -4.89 -2.74 3.61  -0.059
O: -2.93 -1.26 2.93  -0.034
C: 1.58 -2.56 -0.29  -0.254
N: 1.73 -3.44 0.93  -0.359
S: 2.68 -2.36 1.98  0.756
N: 2.99 -0.87 1.06  -0.307
C: 2.29 -1.07 -0.27  -0.206
H: 1.53 4.30 3.09  0.089
H: 0.79 5.91 3.82  0.061
H: -0.31 4.30 3.58  0.089
H: -1.03 5.62 1.60  0.093
H: 0.66 6.43 1.36  0.089
H: -0.46 3.46 0.45  0.124
H: 1.33 3.45 1.06  0.124
H: 0.21 4.63 -1.58  0.103
H: 1.24 5.97 -0.73  0.082
H: 3.06 4.85 -1.92  0.095
H: 3.21 3.90 -0.29  0.107
H: 0.88 2.50 -1.96  0.105
H: 2.32 2.89 -3.12  0.091
H: 3.97 1.27 -2.06  0.101
H: 3.21 1.57 -0.36  0.112
H: -1.99 2.17 -5.36  0.059
H: -0.75 1.47 -6.59  0.065
H: -0.27 2.96 -5.39  0.080
H: -0.03 -2.47 -3.81  0.061
H: 0.13 -5.14 -2.70  0.091
H: 0.64 -5.39 -0.90  0.097
H: -2.09 -3.78 -1.64  0.095
H: -1.99 -5.70 -1.75  0.092
H: -0.81 -5.48 0.88  0.108
H: -2.68 -5.67 0.55  0.095
H: -1.28 -2.67 0.87  0.134
H: -1.71 -3.76 2.36  0.134
H: -3.80 -2.60 -0.83  0.087
H: -2.79 -1.25 0.19  0.111
H: -4.69 -1.43 0.40  0.091
H: -5.47 -3.73 3.33  0.068
H: -4.44 -2.89 4.71  0.097
H: -5.67 -1.86 3.69  0.081
O: 4.05 0.74 6.63  -0.412
P: 3.33 -0.04 5.52  -0.202
O: 4.15 0.05 4.22  -0.341
O: 1.93 0.55 5.29  -0.347
O: 3.21 -1.52 5.94  -0.382

## Properties
HOMO-LUMO gap   2.1 eV
Electronic energy   -3095.7757 hartree
Charge   -3
LUMO energy   5.44 eV
HOMO energy   3.32 eV

=====

Record 3
The following is a quantum chemistry calculation of a cluster of 2 separate species, C3H11NO2Si in total in a non-equilibrium geometry, from the Open Molecules 2025 dataset.

Last column: Löwdin charge in e.
Cartesian coordinates (Å):
C: -2.41 -0.02 0.51  -0.130
C: 1.11 1.02 1.39  -0.183
C: 1.22 0.35 -1.76  -0.169
N: -2.05 -0.77 -0.73  -0.242
O: 2.18 -1.49 0.48  -0.157
O: -0.99 -1.74 -0.48  -0.327
Si: 1.17 -0.31 0.00  0.708
H: -2.75 -0.89 1.21  0.108
H: -1.53 0.38 0.93  -0.015
H: -3.16 0.82 0.43  0.089
H: 2.03 1.07 2.02  0.046
H: 0.87 1.93 0.79  0.029
H: 0.23 0.86 2.08  0.033
H: 1.96 1.21 -1.92  0.074
H: 1.60 -0.38 -2.46  0.038
H: 0.23 0.38 -2.09  -0.014
H: -1.56 -0.20 -1.40  0.036
H: 1.84 -2.23 1.01  0.078

## Properties
HOMO-LUMO gap (spin up / spin down)   7.7 / 7.7 eV
Electronic energy   -615.5243 hartree
LUMO energy (spin up / spin down)   0.22 / 0.22 eV
HOMO energy (spin up / spin down)   -7.53 / -7.53 eV

=====

Record 4
The following is a quantum chemistry calculation of a structure of composition C4H5NO in a non-equilibrium geometry, from the Open Molecules 2025 dataset.

Last column: Löwdin charge in e.
Cartesian coordinates (Å):
C: 1.08 0.45 0.81  -0.087
C: 0.53 -0.13 -0.47  -0.252
C: -0.76 -0.75 -0.19  -0.437
O: -1.42 -1.56 0.43  0.141
C: -1.73 0.17 -0.78  -0.142
N: -2.82 0.35 -1.25  0.175
H: 0.06 1.10 1.43  0.191
H: 1.90 1.10 0.49  0.071
H: 1.33 -0.37 1.49  0.071
H: 1.12 -0.99 -0.82  0.134
H: 0.60 0.66 -1.25  0.135

## Properties
HOMO-LUMO gap   10.3 eV
Electronic energy   -285.2964 hartree
LUMO energy   -0.36 eV
HOMO energy   -10.69 eV

=====

Record 5
The following is a quantum chemistry calculation of a structure of composition C4H6O2 in a non-equilibrium geometry, from the Open Molecules 2025 dataset.

Last column: Löwdin charge in e.
Cartesian coordinates (Å):
O: 1.26 0.62 -1.27  -0.020
C: -0.04 0.55 -0.71  -0.415
C: -0.62 -0.81 -0.78  0.115
C: -0.15 0.68 0.79  -0.079
C: 0.08 -0.46 1.47  -0.245
O: -0.03 -1.59 0.81  -0.049
H: 1.85 0.96 -0.58  0.094
H: -0.66 1.34 -1.16  0.153
H: -1.72 -0.77 -0.85  0.127
H: -0.12 -1.61 -1.28  0.102
H: -0.49 1.59 1.24  0.088
H: 0.40 -0.45 2.52  0.127

## Properties
HOMO-LUMO gap   9.4 eV
Electronic energy   -306.3919 hartree
LUMO energy   0.91 eV
HOMO energy   -8.52 eV

=====

Record 6
The following is a quantum chemistry calculation of a cluster of 2 separate species, C10H10F5O3S in total in a non-equilibrium geometry, from the Open Molecules 2025 dataset.

Last column: Löwdin charge in e.
Cartesian coordinates (Å):
C: 0.49 1.83 -0.47  -0.398
C: 1.77 1.43 -1.13  -0.099
C: -0.60 2.34 -1.34  -0.092
C: 0.64 2.40 0.89  -0.097
H: 2.39 2.30 -1.40  0.088
H: 2.39 0.81 -0.46  0.076
H: 1.60 0.87 -2.07  0.077
H: -1.54 2.45 -0.78  0.070
H: -0.78 1.66 -2.19  0.081
H: -0.37 3.33 -1.78  0.091
H: 1.07 1.66 1.60  0.077
H: 1.34 3.26 0.91  0.087
H: -0.31 2.76 1.31  0.070
S: -2.46 -0.65 0.37  0.646
F: -0.57 -1.03 2.55  0.125
F: -0.91 -1.67 -2.10  0.146
F: 1.09 -3.39 -2.00  0.156
F: 1.51 -2.72 2.61  0.156
F: 2.32 -3.93 0.33  0.169
O: -2.30 0.70 1.17  -0.143
O: -3.17 -1.59 1.21  -0.244
O: -2.95 -0.29 -0.93  -0.237
C: -0.78 -1.23 0.22  -0.102
C: -0.13 -1.55 1.42  -0.201
C: -0.37 -1.91 -0.94  -0.194
C: 0.67 -2.83 -0.89  -0.143
C: 0.91 -2.46 1.48  -0.145
C: 1.31 -3.10 0.31  -0.128
H: -2.25 0.56 2.13  0.108

## Properties
Expectation value of S²   0.75
HOMO-LUMO gap (spin up / spin down)   7.2 / 9.9 eV
Electronic energy   -1510.1748 hartree
LUMO energy (spin up / spin down)   -0.17 / -0.31 eV
2S+1   2
HOMO energy (spin up / spin down)   -7.39 / -10.21 eV